No. 1
Molecular formula: C61H69F2INO14
Method: DFT, ωB97M-V with the def2-TZVPD basis set

Calculated values
Total charge: +1
Energy above the lowest of the compared OMol25 structures with the same formula, charge and spin (kJ/mol): 0.0
Total energy (Eh): -3970.696880
Largest force on an atom (eV/A): 3.319
Orbital gap (eV): 5.68

Positions of all 148 atoms, in Å:
O -7.917 3.479 9.598
C -4.073 -2.667 -5.326
C -2.206 -0.602 4.927
C 2.804 -1.465 -7.365
N 2.201 -2.835 3.647
C -1.671 0.406 0.211
C -3.069 -9.307 -5.142
H 1.349 -1.934 -0.410
C 2.117 4.762 0.332
C -1.692 0.029 -1.362
H -2.684 1.098 4.115
H 1.584 2.091 3.097
C -0.239 0.042 -2.028
H -2.061 -1.310 1.535
O -5.007 -6.443 -4.335
H -3.100 -10.388 -5.190
H 3.451 1.615 -0.773
C 6.101 1.837 -4.762
H -1.867 -2.638 4.142
H 1.365 -3.159 5.625
H -5.021 0.616 -4.829
H -3.927 0.035 0.057
C 3.311 -2.397 -8.172
H 3.554 7.538 4.627
C 1.469 -1.627 -6.748
I 0.937 0.170 5.307
H -2.103 -1.039 -1.394
H -0.770 4.989 2.383
H -5.055 -9.034 -4.455
H -0.999 1.308 0.412
C -1.730 -7.189 -5.481
H 0.650 3.977 2.876
H -1.994 -0.159 5.944
C 0.452 -1.644 2.631
C 3.832 1.873 -3.836
C 1.574 -3.006 -0.144
O -7.281 -0.445 -4.124
C -2.777 -6.463 -5.088
H -3.754 0.493 -2.083
C -5.345 -3.309 -4.931
O -0.840 -9.326 -5.893
H 0.973 3.035 -0.388
C -5.053 -0.465 -4.877
H 3.046 5.421 0.323
H -0.373 3.488 1.401
H 2.825 -0.565 0.130
H -5.915 -0.418 8.757
C -6.326 -1.107 -4.481
H -2.473 0.765 -3.324
O -2.139 0.336 3.841
C 0.718 -2.863 -7.060
H 4.285 -2.296 -8.632
O 1.006 -0.775 -6.013
C 4.862 -0.310 -4.262
H 2.221 -3.542 -0.907
O 3.086 5.196 3.614
H -3.067 -0.739 -5.564
H 2.912 -0.077 -3.465
H -0.215 7.030 0.275
C -5.917 0.665 8.783
H 1.315 1.285 0.956
H -0.359 0.500 -3.067
H 3.389 -3.211 1.123
H 3.934 2.808 0.585
H 5.194 3.975 2.725
H 5.049 3.625 -4.327
H 1.531 7.456 0.843
C 5.650 7.549 4.315
H 0.541 0.630 -1.463
C 2.049 3.390 -0.462
O -0.076 -0.537 1.943
O -3.713 0.700 7.959
C 0.081 4.355 1.968
H 3.082 -0.467 3.361
H -5.718 4.599 8.802
C 1.225 -3.795 -7.867
C 5.054 2.542 -4.332
H -3.746 3.293 8.029
C 3.069 2.276 0.067
F 1.966 -4.529 1.770
H -2.730 2.010 -1.930
H -4.356 -0.508 5.691
C 3.120 -1.004 2.370
C -1.136 -0.883 1.021
C 4.201 5.681 3.668
C -4.680 1.339 8.335
H -2.745 -5.381 -5.040
C -4.049 -7.105 -4.693
H -3.417 0.641 1.688
H -7.331 -3.036 -4.244
H 0.689 -4.705 -8.107
C 2.418 1.319 1.204
H -3.816 -2.241 5.128
H 0.052 -1.040 -2.220
H 2.341 3.615 -1.554
H 2.860 3.186 2.444
C 6.829 6.821 3.797
C -1.286 -1.883 4.746
C -4.007 -1.191 -5.270
C -2.702 0.916 -2.216
C 2.606 2.082 2.588
H -0.257 -2.965 -6.600
C 0.184 -1.595 4.223
C -6.974 1.364 9.197
C -5.716 3.517 8.775
C 2.257 -3.212 1.270
C 1.332 -2.647 4.610
O 7.039 -0.285 -5.149
H 7.004 2.309 -5.129
O 2.874 2.512 -3.447
H 0.191 7.165 2.033
C -6.954 2.843 9.223
H -0.791 -6.736 -5.774
C -1.796 -8.665 -5.537
C 6.602 5.482 3.211
C -4.660 2.817 8.362
H 4.866 -1.393 -4.267
H 0.590 -3.576 -0.126
H -0.751 -1.591 0.212
H 5.835 8.527 4.741
C 3.816 0.395 -3.833
O -3.114 -3.329 -5.684
O 7.942 7.305 3.851
H -5.376 -4.391 -4.979
C -3.738 -1.125 4.979
H 3.404 1.655 3.267
H 4.096 -1.601 2.381
C -4.116 -8.582 -4.749
C 1.015 5.279 1.052
C 4.428 7.019 4.254
C 6.085 0.357 -4.759
H -7.888 0.887 9.529
C -3.203 0.742 0.583
H -1.170 -2.341 5.788
F -0.259 -2.863 2.305
C 3.179 -0.069 1.086
H -3.380 1.826 0.311
C 5.380 4.953 3.151
C 2.560 -3.634 -8.484
O 3.022 -4.483 -9.217
H 4.280 0.180 0.908
H -4.163 -0.919 3.937
H 2.943 -3.511 3.861
H 7.476 4.963 2.838
C -6.392 -2.583 -4.538
H 3.339 -0.555 -7.125
C 1.945 -2.084 2.351
C 0.612 6.817 1.029

Forces on atoms 1 to 2 (eV/Å):
O 0.21 -0.13 -0.09
C 0.03 -0.07 -0.04

---

No. 2
Molecular formula: C61H71N9O9P2
Method: DFT, ωB97M-V with the def2-TZVPD basis set

Calculated values
Total energy (Eh): -4219.832504
Largest force on an atom (eV/A): 2.491
Orbital gap (eV): 6.49

Positions of all 152 atoms, in Å:
H 6.485 -4.960 0.467
C -8.725 1.927 -1.460
H 2.070 0.100 4.943
H -0.604 1.751 -4.910
H -6.349 3.461 3.158
C -3.765 2.083 -0.396
C -4.892 4.225 -3.845
H 4.186 1.230 3.687
H 12.560 -4.176 3.860
H 2.084 4.260 -6.919
H -7.052 3.849 -5.941
H -12.675 0.983 -1.913
H -3.782 -1.279 2.683
O -6.987 0.363 2.158
H 9.046 -4.107 0.661
P -6.911 5.751 -5.091
C -3.198 2.806 -2.705
C -1.778 -1.852 1.982
H 15.786 -3.502 8.041
H 1.552 2.106 -8.486
N 0.012 2.111 -5.619
O -7.613 6.254 -3.918
H 7.636 -5.657 4.452
C 2.786 1.289 1.938
C 17.673 -2.364 7.701
C -9.539 2.163 -2.551
N 3.753 -5.254 1.312
C 8.443 -4.536 1.445
H 10.992 -2.581 2.735
C 12.376 -1.023 3.092
C -13.492 2.677 -0.954
C -5.533 2.886 -1.746
H -11.239 -1.040 -4.253
C 18.536 -2.394 6.572
C 1.488 0.868 1.838
C 1.433 3.434 -6.686
N 1.114 0.363 3.054
C 1.154 2.307 -7.506
C -3.146 -1.860 -1.079
C -10.991 -1.293 -3.215
H -0.648 -4.086 0.940
C 7.147 -4.959 1.317
O -2.162 2.165 -2.791
H 2.168 -2.749 2.658
P -7.035 1.806 1.938
H 9.790 -4.559 3.237
C 18.004 -3.280 5.675
H -11.922 -1.465 -2.666
C -9.446 -0.372 -1.492
H -1.800 -4.189 -0.395
C 12.769 -3.126 3.743
H 5.825 -5.808 2.735
C -15.380 1.614 -0.358
C 3.721 -3.938 1.696
C 9.145 -0.672 -1.881
H -3.802 2.160 2.559
C 3.216 1.024 3.267
H -2.378 -0.629 3.628
H 19.443 -1.828 6.436
H -4.420 6.663 -6.117
H 3.366 1.737 1.148
H 4.568 -3.292 1.533
H -2.706 1.859 -0.308
C -4.631 1.850 0.643
H -6.788 6.452 -7.060
N 11.876 -2.298 3.117
H 11.041 0.181 -2.540
C -2.841 5.551 -5.213
C -1.377 -3.510 0.352
H -1.172 -2.305 2.778
H -8.087 0.445 -0.078
C -7.907 3.102 -0.927
O -7.695 4.572 -5.873
N -13.440 1.386 -1.399
C -3.562 3.909 -3.659
C -10.272 1.146 -3.106
H -1.519 4.250 -4.171
H -0.179 0.569 -7.078
H -8.740 3.083 2.175
H 0.209 -0.014 3.271
N -2.427 -2.930 1.216
H -2.290 -1.174 -1.034
C -14.686 2.852 -0.306
H -1.928 1.045 2.117
C 13.845 -2.372 4.128
H -14.732 -0.306 -1.292
O -4.613 -2.473 0.672
C -6.449 2.710 -0.722
H -2.958 -2.659 -1.798
C 10.441 -0.248 -1.756
H 18.341 -3.592 4.701
C -5.986 2.164 0.485
C 8.832 -4.772 2.791
H -12.677 3.357 -1.138
C -4.164 5.889 -5.402
H 0.763 -5.076 2.585
H 9.640 -1.369 1.253
C -4.057 1.291 1.935
C 2.163 0.451 3.929
C -2.779 -0.852 2.634
H -2.091 6.080 -5.789
O -6.987 3.196 -3.640
C 16.645 -3.232 7.451
N 6.737 -5.437 2.534
C 2.564 -5.856 1.634
O -6.446 2.503 3.279
H -1.059 -1.301 1.346
C -2.550 4.546 -4.320
H -9.577 3.173 -2.949
C 0.278 1.509 -6.818
H 4.527 -5.708 0.863
C 0.715 3.280 -5.530
H -9.377 -1.345 -1.016
H -4.773 0.710 2.515
H 2.392 -6.896 1.416
C -5.190 5.243 -4.738
H 14.717 -2.735 4.647
H 8.478 -0.675 -2.727
O -8.580 2.221 1.762
H 16.260 -4.467 5.781
H -0.810 -2.748 -0.207
H -7.907 3.851 -1.723
H -16.352 1.398 0.056
H 11.821 -0.221 2.636
H 0.645 3.901 -4.653
C 13.596 -1.037 3.715
H -10.374 -2.193 -3.248
H -15.025 3.766 0.155
C 1.764 -4.913 2.221
C -2.772 0.441 1.760
C 9.763 -1.041 0.234
C 10.835 -0.483 -0.411
H 7.828 -1.521 -0.462
C -14.584 0.730 -1.036
C 2.499 -3.695 2.260
H -2.587 0.113 0.738
C -8.714 0.649 -0.942
H -8.342 3.595 -0.060
H 14.239 -0.185 3.858
H -10.904 1.368 -3.964
O -6.789 6.920 -6.211
C 7.759 -5.329 3.434
H 0.799 0.884 1.010
H -4.016 -1.272 -1.373
H 17.794 -1.771 8.593
N 16.856 -3.790 6.219
C -3.451 -2.422 0.319
C -5.920 3.416 -3.097
H 11.794 -0.267 0.030
C -10.225 -0.133 -2.604
N 8.738 -1.149 -0.665
C -4.193 2.580 -1.594

Forces on atoms 1 to 2 (eV/Å):
H 0.09 0.04 -0.06
C -0.23 0.67 0.05

---

> The highest orbital gap belongs to which entry?

C61H71N9O9P2

---

> Which formula does entry 2 have?

C61H71N9O9P2

---

> Number 1 is which compound?

C61H69F2INO14